{
  "formula": "CH7NO2",
  "method": "ωB97M-V/def2-TZVPD",
  "relative_energy_kcal_mol": 11.2,
  "molar_mass_g_mol": 65.072,
  "e_homo_ha": -0.340,
  "smiles": "NCO.O",
  "total_energy_ev": -6734.860,
  "total_charge": 0,
  "species": ["N", "C", "O", "H", "H", "H", "H", "H", "H", "H", "O"],
  "positions_angstrom": [[-0.6116, -0.4027, -0.5446], [-0.1891, -1.6235, 0.0402], [1.1650, -1.8817, -0.2778], [-0.0444, 0.4182, -0.5751], [-1.1860, -0.4459, -1.3757], [-0.2750, -1.4741, 1.0999], [-0.7774, -2.5077, -0.2035], [1.7672, -1.9684, 0.4948], [-0.8841, 2.7666, 1.1481], [0.5143, 3.1549, 0.5030], [-0.3774, 3.4587, 0.5878]],
  "forces_ev_per_a": [[-2.0, -0.1, -1.1], [1.0, 0.8, 0.7], [1.5, -0.5, 0.2], [0.7, -0.1, 0.4], [0.3, -0.2, 0.1], [0.1, -0.3, 0.9], [-0.4, 0.4, -0.5], [-1.1, 0.1, -0.7], [1.5, 1.7, -1.5], [0.8, -0.4, 0.1], [-2.3, -1.3, 1.4]]
}